Density functional theory data (the ωB97M-V functional and the def2-TZVPD basis) for a cluster of 5 separate species, C32H70BN6O5 in total at a distorted geometry.

Structure (XYZ):
```
114
C32H70BN6O5, DFT the ωB97M-V functional and the def2-TZVPD basis
C -4.185 -7.045 -2.485
C -3.358 -6.105 -1.376
B -3.204 -4.625 -2.072
O -2.166 -4.498 -3.147
C -4.060 -3.270 -1.719
C -5.696 -3.302 -1.660
C -6.476 -4.384 -0.707
C -6.847 -3.844 0.795
C -6.699 -4.986 1.986
C -6.967 -4.157 3.413
C -5.191 -5.626 2.115
N -5.954 -1.807 -1.375
C -4.910 -1.240 -0.633
C -3.820 -2.467 -0.312
C -2.412 -1.682 -0.026
C -2.105 -0.796 1.361
C -0.653 -0.060 1.413
N 0.490 -0.062 0.458
C 0.287 -0.835 -0.801
C -1.120 -1.608 -1.066
H -5.114 -7.585 -2.021
H -4.612 -6.301 -3.315
H -3.463 -7.778 -3.066
H -3.886 -6.086 -0.322
H -2.320 -6.664 -1.197
H -2.412 -5.114 -3.918
H -3.840 -2.577 -2.666
H -6.000 -3.639 -2.748
H -7.519 -4.606 -1.245
H -5.949 -5.425 -0.600
H -6.237 -2.914 1.159
H -7.984 -3.506 0.773
H -7.529 -5.807 1.897
H -5.969 -3.566 3.674
H -7.172 -4.899 4.298
H -7.825 -3.343 3.291
H -5.213 -6.706 1.609
H -4.870 -5.819 3.240
H -4.351 -5.027 1.558
H -6.819 -1.346 -1.736
H -4.830 -0.101 -0.294
H -4.080 -2.997 0.701
H -2.922 -0.701 2.226
H -0.477 0.596 2.398
H 1.130 -0.866 -1.635
H -1.232 -2.176 -2.104
C 6.031 1.788 1.850
C 4.661 1.118 1.940
C 4.586 -0.231 1.188
O 4.468 -0.106 -0.232
C 5.700 0.097 -0.907
N 3.637 2.058 1.465
H 6.212 2.247 0.873
H 6.111 2.588 2.595
H 6.833 1.070 2.045
H 4.474 0.913 3.000
H 3.674 -0.747 1.514
H 5.423 -0.889 1.453
H 6.526 -0.439 -0.431
H 5.921 1.164 -0.967
H 5.592 -0.273 -1.930
H 2.717 1.642 1.614
H 3.718 2.105 0.445
C 11.465 2.159 -3.091
C 10.402 2.838 -2.231
C 9.602 1.852 -1.349
O 8.603 1.110 -2.055
C 9.094 -0.037 -2.732
N 9.516 3.626 -3.100
H 11.038 1.633 -3.951
H 12.163 2.904 -3.491
H 12.046 1.441 -2.505
H 10.926 3.528 -1.559
H 9.057 2.438 -0.599
H 10.265 1.180 -0.790
H 9.911 -0.520 -2.188
H 9.414 0.234 -3.740
H 8.273 -0.752 -2.829
H 8.867 4.151 -2.513
H 8.911 2.965 -3.596
C -9.402 -0.417 5.504
C -9.907 -0.413 4.062
C -11.355 0.110 3.919
O -12.360 -0.834 4.302
C -12.614 -0.885 5.697
N -9.762 -1.764 3.501
H -9.827 -1.235 6.095
H -8.314 -0.544 5.525
H -9.638 0.526 6.005
H -9.256 0.265 3.497
H -11.535 0.314 2.856
H -11.495 1.063 4.443
H -12.517 0.096 6.172
H -11.947 -1.607 6.171
H -13.638 -1.239 5.843
H -10.012 -1.734 2.512
H -10.496 -2.345 3.917
C 6.377 6.510 -2.971
C 6.889 7.387 -1.831
C 7.085 8.867 -2.234
O 8.267 9.116 -3.000
C 8.133 8.851 -4.388
N 8.129 6.804 -1.300
H 7.155 6.276 -3.705
H 6.014 5.552 -2.579
H 5.546 6.991 -3.495
H 6.131 7.360 -1.040
H 7.203 9.453 -1.314
H 6.199 9.268 -2.742
H 7.131 9.087 -4.759
H 8.380 7.808 -4.594
H 8.855 9.473 -4.924
H 8.417 7.341 -0.480
H 8.870 6.993 -1.982
```

Its total charge is +1. The calculation puts the HOMO-LUMO gap at 5.245 eV.

Here are the Löwdin charges for atoms 1 to 5, given in e:
1. C -0.116
2. C -0.154
3. B -0.337
4. O 0.003
5. C -0.114

=====

Density functional theory data (the ωB97M-V functional and the def2-TZVPD basis) for a cluster of 4 separate species, C32H70INO12PS2 in total at a distorted geometry.

Structure (XYZ):
```
119
C32H70INO12PS2, DFT the ωB97M-V functional and the def2-TZVPD basis
C -2.606 1.152 1.104
C -1.717 0.042 1.664
C -0.264 0.510 1.777
C 0.509 -0.388 2.708
O 1.873 -0.668 2.241
P 3.054 0.152 2.855
I 2.537 2.506 3.106
C 4.368 0.045 1.622
C 4.043 0.949 0.431
O 4.590 0.349 -0.717
C 3.612 -0.563 4.440
C 3.629 0.486 5.556
C 3.993 -0.101 6.913
S 3.528 1.075 8.230
C 3.960 2.623 7.460
S 5.538 2.912 7.117
N 2.974 3.501 7.138
C 3.397 4.917 7.193
C 2.253 5.919 7.221
O 1.198 5.528 8.063
C 0.683 4.329 7.535
C 1.675 3.227 7.796
H -2.007 1.966 0.710
H -3.237 1.585 1.865
H -3.229 0.788 0.303
H -2.096 -0.218 2.645
H -1.733 -0.834 1.026
H -0.288 1.534 2.117
H 0.166 0.445 0.786
H 0.012 -1.347 2.702
H 0.489 -0.047 3.739
H 5.307 0.306 2.086
H 4.356 -0.965 1.223
H 4.396 1.963 0.588
H 2.956 0.995 0.340
H 4.214 0.807 -1.487
H 3.041 -1.449 4.686
H 4.633 -0.864 4.232
H 2.640 0.907 5.656
H 4.364 1.242 5.321
H 3.399 -0.982 7.109
H 5.043 -0.347 6.990
H 3.978 5.139 6.310
H 4.062 5.108 8.028
H 1.892 6.130 6.216
H 2.640 6.842 7.627
H 0.534 4.424 6.457
H -0.241 4.081 8.036
H 1.758 3.100 8.868
H 1.257 2.334 7.349
C -5.285 -2.905 -2.744
O -3.889 -3.112 -2.837
C -3.115 -1.936 -2.960
C -1.948 -1.889 -1.993
O -2.275 -1.784 -0.614
C -2.894 -2.888 0.032
C -2.035 -4.127 0.181
O -1.766 -4.755 -1.057
C -0.410 -5.084 -1.283
H -5.739 -2.869 -3.739
H -5.710 -3.746 -2.197
H -5.524 -1.986 -2.199
H -3.732 -1.042 -2.824
H -2.708 -1.915 -3.980
H -1.396 -0.971 -2.219
H -1.252 -2.711 -2.167
H -3.856 -3.124 -0.425
H -3.111 -2.533 1.044
H -2.587 -4.840 0.807
H -1.107 -3.864 0.702
H 0.273 -4.350 -0.845
H -0.243 -5.103 -2.360
H -0.179 -6.076 -0.881
C -2.778 2.923 -4.018
O -4.178 2.866 -3.857
C -4.647 1.815 -3.034
C -5.631 2.270 -1.978
O -5.079 3.084 -0.962
C -4.637 4.398 -1.261
C -5.715 5.395 -1.635
O -6.307 5.111 -2.888
C -7.720 5.128 -2.900
H -2.457 2.300 -4.859
H -2.508 3.958 -4.229
H -2.252 2.611 -3.109
H -3.818 1.293 -2.542
H -5.163 1.095 -3.684
H -5.960 1.367 -1.455
H -6.528 2.709 -2.418
H -3.837 4.386 -2.003
H -4.188 4.756 -0.330
H -5.241 6.383 -1.703
H -6.465 5.432 -0.839
H -8.146 4.765 -1.960
H -8.056 4.473 -3.704
H -8.096 6.136 -3.099
C 1.463 -1.969 -4.413
O 1.907 -3.305 -4.456
C 1.458 -4.053 -5.575
C 2.576 -4.805 -6.267
O 3.552 -4.010 -6.914
C 4.439 -3.222 -6.141
C 5.435 -3.982 -5.290
O 4.824 -4.672 -4.213
C 5.216 -6.021 -4.070
H 0.497 -1.896 -3.901
H 2.198 -1.390 -3.851
H 1.381 -1.529 -5.411
H 0.950 -3.410 -6.300
H 0.734 -4.795 -5.215
H 2.109 -5.381 -7.070
H 3.038 -5.533 -5.597
H 3.898 -2.481 -5.549
H 5.022 -2.663 -6.877
H 6.133 -3.250 -4.865
H 6.005 -4.666 -5.927
H 5.409 -6.500 -5.034
H 4.403 -6.557 -3.579
H 6.111 -6.103 -3.443
```

Its total charge is +1. The calculation puts the HOMO-LUMO gap at 6.749 eV.

Here are the Löwdin charges for atoms 1 to 5, given in e:
1. C -0.073
2. C -0.242
3. C -0.216
4. C -0.211
5. O -0.278

=====

Density functional theory data (the ωB97M-V functional and the def2-TZVPD basis) for a cluster of 14 separate species, C32H72BF4N7O6 in total at a distorted geometry.

Structure (XYZ):
```
122
C32H72BF4N7O6, DFT the ωB97M-V functional and the def2-TZVPD basis
C -1.603 -3.864 -1.183
C -1.243 -2.372 -1.012
C -0.784 -1.947 0.423
N -0.337 -0.523 0.438
C -1.559 0.346 0.382
C 0.577 -0.124 -0.596
C 1.217 1.167 -0.095
C 1.341 0.958 1.449
C 0.280 -0.168 1.660
H -2.043 -4.336 -2.090
H -2.170 -3.998 -0.393
H -0.703 -4.442 -0.879
H -2.163 -1.655 -1.274
H -0.573 -2.018 -1.755
H 0.135 -2.774 0.390
H -1.518 -2.284 1.242
H -1.185 1.238 0.526
H -2.410 0.122 0.988
H -2.097 0.624 -0.504
H 0.274 0.294 -1.630
H 1.337 -0.812 -0.597
H 0.642 2.022 -0.427
H 2.225 1.356 -0.519
H 1.155 1.856 2.103
H 2.426 0.578 1.729
H -0.480 0.263 2.432
H 0.710 -1.139 2.059
B -0.065 3.077 -3.375
F 0.030 4.094 -4.385
F -1.397 2.758 -3.147
F 0.704 1.997 -3.730
F 0.536 3.589 -2.178
C -4.359 -2.516 2.581
C -3.075 -1.976 3.204
N -2.089 -1.521 3.526
H -4.640 -3.346 3.151
H -5.172 -1.752 2.307
H -4.119 -3.066 1.500
C 3.268 4.280 0.282
C 3.977 3.100 0.814
N 4.522 2.191 1.266
H 2.582 3.890 -0.591
H 2.960 4.837 1.131
H 3.884 4.915 -0.357
C 2.330 -4.435 -1.897
C 2.084 -3.062 -2.523
N 1.867 -1.977 -2.947
H 3.398 -4.577 -1.736
H 1.736 -4.434 -0.961
H 1.994 -5.202 -2.615
C -2.542 2.171 4.671
C -3.783 1.574 3.859
N -4.679 1.120 3.280
H -2.068 2.979 4.106
H -2.896 2.235 5.679
H -1.885 1.260 4.614
C 4.893 -1.010 -0.500
C 3.860 -1.750 0.240
N 3.043 -2.402 0.747
H 4.582 -1.020 -1.631
H 5.134 -0.127 -0.054
H 5.799 -1.510 -0.256
C 2.747 -3.758 3.945
C 1.731 -4.487 2.993
N 0.936 -4.862 2.233
H 2.795 -4.197 4.872
H 3.800 -3.642 3.657
H 2.321 -2.734 4.065
C 2.535 1.583 4.799
C 2.617 0.089 5.083
O 1.194 -0.365 5.022
H 3.434 2.019 4.999
H 1.908 2.036 5.662
H 2.204 2.022 3.774
H 2.891 -0.262 5.981
H 3.051 -0.483 4.340
H 1.342 -1.320 5.460
C -3.875 3.940 0.801
C -3.231 4.018 -0.615
O -1.943 3.924 -0.422
H -3.380 4.591 1.534
H -3.885 2.992 1.204
H -4.890 4.306 0.750
H -3.411 5.012 -1.057
H -3.722 3.250 -1.340
H -1.609 3.746 -1.188
C 5.251 2.615 -2.672
C 3.748 2.636 -3.184
O 3.178 1.246 -3.023
H 5.398 3.679 -2.722
H 5.674 1.900 -3.373
H 5.359 2.327 -1.625
H 3.560 3.053 -4.262
H 3.226 3.438 -2.734
H 2.249 1.320 -3.474
C 0.547 4.901 3.911
C -0.151 5.108 2.423
O -0.199 3.786 1.793
H 0.523 5.808 4.451
H 1.460 4.438 3.709
H -0.002 4.105 4.286
H 0.137 5.843 1.720
H -1.252 5.462 2.551
H -0.659 3.932 0.970
C -2.083 -1.487 -5.017
C -1.310 -0.201 -4.504
O -1.976 0.310 -3.415
H -1.479 -1.808 -5.906
H -3.003 -1.281 -5.392
H -2.017 -2.529 -4.418
H -1.221 0.524 -5.378
H -0.271 -0.446 -4.351
H -1.498 1.079 -3.241
C -4.355 -6.278 -3.634
C -4.955 -6.699 -5.010
O -4.477 -7.895 -5.381
H -3.189 -6.217 -3.571
H -4.473 -7.100 -2.871
H -4.771 -5.274 -3.329
H -4.463 -5.899 -5.684
H -5.962 -6.647 -4.975
H -3.977 -7.962 -6.136
```

For the energy relative to the best compared isomer or geometry (same formula, charge and spin), the calculation gives 0.0 kJ/mol. The calculation puts the HOMO-LUMO gap at 9.520 eV.

Here are the Löwdin charges for atoms 1 to 5, given in e:
1. C -0.064
2. C -0.236
3. C -0.112
4. N -0.245
5. C 0.028

=====

Density functional theory data (the ωB97M-V functional and the def2-TZVPD basis) for a structure of composition C32H73CdClN7O18P2 at a distorted geometry.

Structure (XYZ):
```
134
C32H73CdClN7O18P2, DFT the ωB97M-V functional and the def2-TZVPD basis
Cd 1.313 -5.003 -3.697
Cl 0.827 -1.784 0.527
O 0.548 -2.784 -0.457
O 2.221 -1.382 0.492
O -0.061 -0.634 0.374
O 0.541 -2.404 1.796
N -3.523 -1.174 5.238
C -3.060 -1.753 6.420
C -3.902 -1.599 7.474
C -4.988 -0.852 6.982
C -4.634 -0.460 5.645
H -3.108 -1.224 4.319
H -2.161 -2.350 6.368
H -3.731 -1.897 8.498
H -5.782 -0.493 7.620
H -5.049 0.238 4.933
O -2.349 -4.663 -5.114
P -3.732 -4.365 -5.504
N -3.845 -2.943 -6.453
C -4.941 -1.993 -6.413
C -2.806 -2.603 -7.432
N -4.870 -4.142 -4.241
C -5.673 -5.267 -3.819
C -4.655 -3.128 -3.131
N -4.409 -5.623 -6.471
C -3.952 -7.023 -6.375
C -5.651 -5.389 -7.334
H -5.826 -2.557 -6.709
H -4.665 -1.125 -7.012
H -5.102 -1.624 -5.401
H -2.445 -1.600 -7.202
H -3.225 -2.730 -8.431
H -1.973 -3.300 -7.354
H -6.359 -5.644 -4.578
H -5.088 -6.100 -3.429
H -6.347 -4.929 -3.033
H -5.555 -3.005 -2.529
H -3.879 -3.535 -2.482
H -4.264 -2.184 -3.512
H -2.872 -7.081 -6.513
H -4.201 -7.292 -5.349
H -4.587 -7.697 -6.952
H -5.378 -4.594 -8.027
H -6.507 -5.008 -6.777
H -5.977 -6.269 -7.889
O 7.313 -1.598 7.851
P 7.427 -2.373 6.572
N 5.805 -2.887 6.024
C 5.742 -4.143 5.228
C 4.664 -1.993 5.965
N 8.386 -3.742 6.788
C 8.267 -4.644 7.925
C 9.065 -4.335 5.615
N 8.042 -1.460 5.275
C 9.358 -0.822 5.379
C 7.624 -1.629 3.893
H 6.086 -4.915 5.917
H 6.450 -4.067 4.403
H 4.698 -4.305 4.960
H 4.768 -1.390 5.063
H 4.490 -1.277 6.769
H 3.728 -2.539 5.848
H 8.305 -5.699 7.655
H 9.144 -4.566 8.567
H 7.381 -4.434 8.525
H 8.339 -5.024 5.185
H 9.459 -3.634 4.880
H 9.925 -4.908 5.963
H 10.225 -1.465 5.527
H 9.589 -0.163 4.542
H 9.365 -0.187 6.266
H 7.945 -0.882 3.167
H 6.570 -1.447 3.682
H 7.905 -2.628 3.559
C -7.669 4.060 -5.647
C -7.754 4.288 -4.157
O -6.595 3.754 -3.526
C -6.757 3.059 -2.329
O -7.811 2.782 -1.757
O -5.593 2.954 -1.791
C -5.430 2.540 -0.484
H -6.877 4.576 -6.190
H -8.596 4.382 -6.122
H -7.521 3.012 -5.906
H -8.726 3.862 -3.911
H -7.772 5.348 -3.903
H -4.741 3.224 0.010
H -5.052 1.521 -0.396
H -6.396 2.497 0.020
C 0.604 3.324 4.686
C -0.893 3.755 4.896
O -1.070 5.171 4.869
C -0.944 5.877 5.877
O -0.390 5.564 6.970
O -1.238 7.106 5.545
C -0.536 8.270 6.033
H 1.020 3.916 3.871
H 0.629 2.286 4.354
H 1.164 3.482 5.608
H -1.245 3.268 5.805
H -1.460 3.277 4.097
H 0.344 8.482 5.426
H -0.259 8.178 7.083
H -1.202 9.132 6.031
C 4.658 3.229 -1.278
C 3.339 3.969 -1.542
O 3.269 5.094 -0.726
C 2.286 6.003 -0.897
O 1.445 5.869 -1.815
O 2.391 6.932 0.053
C 1.502 7.982 0.169
H 5.508 3.881 -1.484
H 4.696 2.383 -1.964
H 4.704 2.721 -0.315
H 2.496 3.284 -1.442
H 3.274 4.314 -2.574
H 0.640 7.809 -0.476
H 2.022 8.884 -0.154
H 1.215 8.011 1.220
C -1.103 2.141 -5.555
C -0.266 1.060 -4.885
O 0.985 1.118 -5.601
C 1.816 -0.011 -5.492
O 1.556 -1.140 -5.077
O 3.043 0.285 -5.971
C 3.416 1.497 -6.660
H -2.157 2.086 -5.281
H -1.075 2.054 -6.641
H -0.756 3.139 -5.285
H -0.790 0.114 -5.023
H -0.201 1.109 -3.798
H 4.425 1.496 -7.072
H 3.356 2.421 -6.085
H 2.686 1.438 -7.467
```

Its total charge is +1. The calculation puts the HOMO-LUMO gap at 1.337 eV.

Here are the Löwdin charges for atoms 1 to 5, given in e:
1. Cd 0.841
2. Cl 0.636
3. O -0.349
4. O -0.324
5. O -0.342

=====

E_LUMO across the listed records, respectively: -4.8, -3.8, 0.2, -8.8 eV.
E across the listed records, respectively: -1990.121704, -3653.872836, -2521.265756, -4310.549134 Ha.
E_HOMO across the listed records, respectively: -10.07, -10.59, -9.28, -10.12 eV.